Molecular formula: C18H64N6O14
Method: DFT, ωB97M-V/def2-TZVPD

The value obtained for the total energy is -57303.7393 eV. For the LUMO energy, the calculation gives 0.07 eV. For the highest occupied orbital energy, the calculation gives -0.29110 Eh. Its net charge is 0. The value obtained for the energy relative to the best compared isomer or geometry (same formula, charge and spin) is 126.3 kJ/mol. As for the orbital gap: 8.0 eV.

The geometry in XYZ format:
```
102
Properties=species:S:1:pos:R:3:forces:R:3:mulliken_charge:R:1
H 0.933500 0.957569 -4.165990 -0.82 0.55 0.59 0.4973
O 1.290500 0.035569 0.088010 -1.21 0.93 -1.61 2.9988
H 4.996500 3.024569 -1.472990 0.44 0.65 0.19 0.3559
H 1.187500 -2.568431 -5.109990 0.07 0.04 1.26 0.2905
H -4.079500 -0.950431 -3.247990 1.21 -0.37 0.35 0.2309
O -0.908500 0.361569 3.145010 -0.54 -0.01 -0.31 -0.5789
O 4.057500 2.067569 1.744010 1.70 0.47 1.57 -0.4224
C 2.549500 -1.510431 4.608010 -2.02 0.46 0.27 -0.5903
C 0.483500 3.618569 1.015010 -4.14 5.74 0.79 0.1953
H -2.774500 0.628569 0.810010 0.48 0.60 0.14 -0.2985
H 1.526500 -0.590431 -1.830990 -0.18 0.77 1.63 -0.1651
N -1.891500 -4.189431 2.306010 -0.85 -4.54 0.48 -0.4196
H -3.025500 -1.388431 -0.965990 0.31 0.37 -0.64 0.1186
H -2.634500 -4.138431 3.012010 0.73 -0.16 -0.74 0.1364
H -3.078500 4.516569 -2.356990 -0.30 0.23 -0.19 0.3419
O 5.047500 2.144569 -1.825990 -0.61 -0.76 -0.43 -0.5923
C -3.116500 2.669569 -1.837990 3.90 -1.72 3.33 0.1761
H 3.057500 -2.301431 6.268010 1.05 -0.05 1.33 0.3257
H 4.306500 -1.121431 0.848010 -0.32 0.52 0.82 0.3462
H 2.051500 -2.454431 0.352010 -1.24 -0.88 0.03 -0.1257
C 3.670500 1.764569 -1.828990 -0.48 0.20 0.11 0.0782
N -3.688500 3.709569 -2.348990 -0.37 4.13 -2.42 -0.3886
H -0.420500 0.272569 -0.973990 -0.14 0.15 0.30 0.6685
H -0.231500 -1.941431 -2.919990 -0.24 0.79 -0.30 -0.4021
C -1.850500 -4.894431 -2.157990 -0.31 0.15 0.15 -0.8867
H -2.937500 -2.379431 -2.940990 -0.50 0.67 -0.09 -0.0278
H -3.361500 0.915569 -1.624990 1.08 -4.12 0.86 0.0227
H 1.623500 -2.833431 3.225010 0.26 -0.53 -0.23 0.5923
H -1.432500 -5.096431 2.200010 -0.18 0.72 0.07 0.3174
N -1.997500 -2.078431 2.325010 -2.61 4.69 1.15 -0.0243
O 2.368500 -2.481431 5.662010 0.14 0.81 -1.18 -0.5272
H -4.811500 1.493569 -2.346990 -0.12 0.24 -0.25 0.2579
H 3.036500 2.343569 -2.481990 0.08 0.68 -0.50 0.3399
H -1.008500 -0.238431 3.885010 0.43 0.17 0.30 0.3227
H -0.656500 -0.216431 0.726010 -0.37 0.53 0.43 -0.2257
C 1.367500 -2.926431 -4.057990 -0.49 1.42 0.14 -1.6253
C 0.146500 1.591569 -3.666990 1.22 0.15 -1.49 0.2568
H -1.184500 3.146569 -4.109990 0.36 0.32 -0.52 0.0622
H -1.562500 -1.163431 2.198010 -0.36 -0.07 0.12 -0.3121
H 4.348500 0.682569 3.439010 0.42 0.26 -0.88 0.4042
H -2.951500 -2.054431 2.869010 2.86 -0.52 -1.78 0.3195
H -4.414500 0.552569 1.135010 -1.02 0.17 -0.02 0.5415
H 2.405500 -0.443431 4.937010 0.08 -0.89 0.33 0.2091
H 3.256500 -1.913431 -0.701990 0.35 -0.51 -1.05 0.4051
H 0.430500 -1.964431 4.115010 1.04 0.61 -0.32 0.2315
H 0.848500 0.896569 4.120010 -0.10 0.02 -0.55 0.2019
O 0.740500 3.813569 -4.525990 0.07 1.00 -1.34 -0.4937
O -2.673500 -0.802431 -1.663990 0.07 -0.03 1.21 -0.0903
H 2.401500 -3.143431 -3.916990 1.05 0.37 -0.03 0.3933
H 3.123500 1.870569 3.629010 -0.17 -0.42 -0.81 0.3492
N 1.592500 3.478569 1.685010 3.12 0.42 3.37 -0.0318
O -1.878500 2.638569 -1.218990 -7.12 -0.15 -3.77 -0.5737
O -0.399500 4.635569 1.248010 3.60 -4.39 -0.62 -0.8236
O 3.440500 -1.417431 1.175010 2.26 2.86 2.33 -0.3663
C -3.031500 -1.265431 -2.926990 -1.26 -1.81 -0.52 -0.6365
H -0.267500 -1.369431 -0.448990 0.75 -0.78 -0.20 0.1656
C 0.840500 -2.094431 -2.846990 1.37 -0.94 -0.36 1.0448
H 0.837500 1.006569 2.342010 0.45 0.04 -0.77 -0.3052
C 3.611500 1.246569 2.836010 0.64 1.35 1.47 -0.4882
H -0.719500 0.964569 -3.416990 0.11 0.24 -0.26 -0.3145
H 3.488500 -1.498431 4.075010 0.63 -0.66 0.13 0.2457
H -0.481500 2.501569 -5.642990 0.48 0.17 1.04 0.3252
C 1.449500 -1.860431 3.643010 -0.53 -0.27 0.20 -0.5838
C -1.283500 -3.090431 1.927010 6.05 -0.11 -1.67 0.4266
C 0.262500 1.163569 3.218010 -0.50 0.09 2.06 -0.1630
H -2.556500 2.788569 2.234010 -0.21 -0.30 -0.56 0.0838
H 2.251500 2.711569 1.571010 -0.42 0.49 -0.47 -0.0872
O -0.064500 -3.031431 1.349010 -5.79 -0.28 2.36 -0.5203
C -3.542500 2.430569 1.882010 1.34 0.04 -0.72 0.0762
H 1.488500 -1.178431 2.815010 -0.52 0.33 -0.36 0.0437
H -2.833500 -4.596431 -2.553990 0.29 0.56 -0.11 0.3330
H 3.444500 0.760569 -2.122990 0.83 -0.86 -0.26 0.0333
N -3.956500 1.613569 -1.851990 0.76 1.63 0.44 -0.2123
H -2.306500 -0.971431 -3.658990 0.34 0.74 -0.32 0.3079
H -0.023500 2.210569 3.357010 0.02 -0.11 -0.40 0.4346
H -3.313500 0.425569 2.469010 0.14 -0.51 0.51 0.2356
C -0.065500 -0.357431 -0.156990 -0.38 0.87 -0.49 -0.4352
H -1.147500 -4.996431 -3.020990 -0.39 0.11 1.06 0.2211
O -4.486500 2.738569 2.863010 -1.95 -1.35 -0.52 -0.5920
H 1.696500 -0.591431 0.632010 1.19 -1.43 1.45 -1.8283
H 1.791500 4.038569 2.516010 -0.55 -0.12 -0.73 0.3495
H 3.596500 -3.260431 0.481010 0.36 -1.05 -0.41 0.3553
N 0.380500 2.791569 0.026010 -2.29 -0.73 -2.31 0.1214
H 0.922500 1.946569 -0.012990 0.06 -0.07 -0.04 -0.5506
O 1.670500 -0.932431 -2.688990 -0.52 -1.23 -1.76 -0.5660
H -2.117500 -5.850431 -1.702990 0.68 -0.35 -0.12 0.3250
H 0.569500 1.946569 -2.720990 -0.14 0.13 -0.18 -0.3840
H -3.793500 2.946569 0.964010 0.07 0.48 -0.21 -0.0226
H 3.255500 1.875569 -0.849990 -0.24 0.07 0.88 -0.1970
H 0.907500 -2.730431 -1.939990 0.25 0.15 -0.39 -0.0098
H -1.913500 -4.099431 -0.411990 -0.79 -0.10 1.50 0.1607
H -4.381500 3.643569 -3.134990 1.15 -0.01 1.50 0.2311
H 2.980500 0.555569 2.374010 -1.22 -1.06 -0.25 0.0344
H -0.530500 2.891569 -0.475990 1.24 -0.47 0.33 0.4711
C -3.507500 0.944569 1.552010 0.16 -0.09 0.23 -0.3198
H 4.703500 2.711569 2.143010 -0.91 -0.82 -0.91 0.2515
C -0.227500 2.815569 -4.582990 -1.93 -2.02 1.08 -0.2794
O -1.337500 -3.994431 -1.137990 0.44 -0.47 -2.64 -0.1417
H -4.145500 3.284569 3.532010 0.90 1.02 1.03 0.3512
H 0.510500 4.410569 -5.277990 0.61 -0.45 1.05 0.3134
H 0.955500 -3.883431 -3.950990 -1.11 -1.53 -0.14 0.4256
C 3.100500 -2.341431 0.270010 -1.27 -1.31 -1.81 -0.7258
```
Forces are in eV/Å.